Here is an isolated molecule of C2H4N4 at a distorted geometry from the Open Molecules 2025 dataset. Energies are from ωB97M-V with the def2-TZVPD basis set.

```
10
Properties=species:S:1:pos:R:3:mulliken_charge:R:1
N 2.65 0.95 -0.97 -0.189
N 3.07 0.82 0.26 -0.372
N 1.83 0.40 0.07 0.559
H 0.30 -0.07 1.46 0.291
H -1.55 -0.98 0.74 0.159
C 0.63 0.17 0.47 -0.012
H -2.27 -1.25 -0.76 0.327
N -0.56 0.00 -0.89 -0.343
C -1.74 -0.45 -0.29 -0.666
H -2.36 0.43 -0.09 0.247
```

Calculated values
Molar mass: 84.08 g mol⁻¹
ΔE to the lowest compared entry with this formula, charge and spin: 225.4 kcal/mol
HOMO level (alpha / beta): -7.1718 / -8.3962 eV
Total energy: -8089.5384 eV
Kohn-Sham gap (alpha / beta): 5.40 / 7.56 eV


Here is an isolated molecule of C2H4N4 from the Open Molecules 2025 dataset. Energies are from ωB97M-V with the def2-TZVPD basis set.

```
10
Properties=species:S:1:pos:R:3:mulliken_charge:R:1
N 0.33 -1.32 -0.62 -0.409
H 0.87 2.00 -0.58 0.368
H -2.07 -0.76 0.19 0.272
C -0.20 -0.09 -0.15 0.687
N 1.77 0.31 0.36 -0.426
N 0.82 -0.84 0.67 -0.256
C 0.84 0.99 -0.20 -0.281
H -1.80 0.83 0.64 0.252
H 1.03 -1.23 -1.36 0.284
N -1.57 0.10 -0.02 -0.490
```

Calculated values
Molar mass: 84.08 g mol⁻¹
ΔE to the lowest compared entry with this formula, charge and spin: 97.5 kcal/mol
HOMO level: -9.4117 eV
Total energy: -8095.0853 eV
Kohn-Sham gap: 10.12 eV


Here is an isolated molecule of C2H4N4O from the Open Molecules 2025 dataset. Energies are from ωB97M-V with the def2-TZVPD basis set.

```
11
Properties=species:S:1:pos:R:3:mulliken_charge:R:1
C -0.21 -0.45 -0.70 0.438
O 1.05 0.99 2.10 -0.494
H 1.95 0.63 2.06 0.359
N -0.16 -1.26 -1.82 -0.462
N -1.32 0.14 -0.30 -0.750
H -0.93 -1.12 -2.45 0.273
H 0.74 -1.25 -2.28 0.252
C 0.40 0.51 1.04 0.552
N -0.90 0.76 0.85 0.217
N 0.89 -0.25 0.09 -0.611
H -1.53 1.29 1.42 0.225
```

Calculated values
Molar mass: 100.08 g mol⁻¹
ΔE to the lowest compared entry with this formula, charge and spin: 3.3 kcal/mol
HOMO level: -8.5232 eV
Total energy: -10146.9908 eV
Kohn-Sham gap: 9.28 eV


Here is an isolated molecule of C2H4N4O from the Open Molecules 2025 dataset. Energies are from ωB97M-V with the def2-TZVPD basis set.

```
11
Properties=species:S:1:pos:R:3:mulliken_charge:R:1
H -2.12 0.57 1.67 0.261
C -0.86 -0.07 0.30 0.440
O 2.24 -0.57 -1.11 -0.498
H -2.76 -0.80 0.93 0.251
N -0.30 1.12 0.40 -0.748
N -0.15 -0.99 -0.46 -0.606
H 2.41 -1.20 -1.82 0.362
N 0.86 0.95 -0.26 0.219
N -1.92 -0.29 1.17 -0.425
H 1.63 1.57 -0.11 0.268
C 0.97 -0.30 -0.72 0.476
```

Calculated values
Molar mass: 100.08 g mol⁻¹
ΔE to the lowest compared entry with this formula, charge and spin: 20.4 kcal/mol
HOMO level: -8.4680 eV
Total energy: -10146.2487 eV
Kohn-Sham gap: 9.09 eV


Here is an isolated molecule of C2H4N4O from the Open Molecules 2025 dataset. Energies are from ωB97M-V with the def2-TZVPD basis set.

```
11
Properties=species:S:1:pos:R:3:mulliken_charge:R:1
N -0.25 0.76 0.06 -0.646
H 2.69 0.57 -0.92 0.268
N 1.47 -1.06 -0.12 -0.398
N -1.28 -1.34 -0.05 -0.656
H -2.31 1.54 0.19 0.357
H -2.20 -1.78 -0.05 0.225
C 0.81 0.03 -0.03 0.571
N 2.24 0.29 -0.06 -0.124
O -2.54 0.60 0.13 -0.496
C -1.37 -0.08 0.04 0.631
H 2.74 0.47 0.80 0.268
```

Calculated values
Molar mass: 100.08 g mol⁻¹
ΔE to the lowest compared entry with this formula, charge and spin: 72.7 kcal/mol
HOMO level: -9.0402 eV
Total energy: -10143.9823 eV
Kohn-Sham gap: 9.43 eV


Here is an isolated molecule of C2H4N4O at a distorted geometry from the Open Molecules 2025 dataset. Energies are from ωB97M-V with the def2-TZVPD basis set.

```
11
Properties=species:S:1:pos:R:3:mulliken_charge:R:1
H -0.17 -0.31 -2.62 0.323
C 0.15 -0.04 -0.72 0.084
N 0.54 -1.53 0.75 -0.217
N 0.70 -1.21 -0.44 -0.203
H 1.13 0.53 -2.37 0.317
N -0.89 1.73 0.84 -0.528
H -1.01 2.46 0.05 0.271
C -0.41 0.45 0.45 0.506
O -0.19 -0.45 1.39 -0.165
N 0.16 0.50 -2.04 -0.655
H -0.39 2.06 1.71 0.268
```

Calculated values
Molar mass: 100.08 g mol⁻¹
ΔE to the lowest compared entry with this formula, charge and spin: 59.2 kcal/mol
HOMO level: -8.9684 eV
Total energy: -10144.5677 eV
Kohn-Sham gap: 9.60 eV


Here is a 2-piece molecular cluster, C2H4N4O overall at a distorted geometry from the Open Molecules 2025 dataset. Energies are from ωB97M-V with the def2-TZVPD basis set.

```
11
Properties=species:S:1:pos:R:3:mulliken_charge:R:1
H -1.99 -0.40 1.05 0.282
H 1.95 -2.00 0.58 0.234
H 1.39 0.74 0.58 0.421
C 1.84 -0.11 0.25 -0.069
N 1.31 -1.22 0.61 -0.461
C 3.13 0.06 -0.31 0.184
N 4.19 0.31 -0.66 -0.311
H -1.44 1.57 -1.00 0.266
N -2.08 -0.02 0.07 0.523
N -1.39 1.02 -0.08 -0.532
O -2.63 -0.70 -0.81 -0.536
```

Calculated values
Molar mass: 100.08 g mol⁻¹
ΔE to the lowest compared entry with this formula, charge and spin: 112.0 kcal/mol
HOMO level: -10.4493 eV
Total energy: -10142.2771 eV
Kohn-Sham gap: 10.05 eV


Here is an isolated molecule of C2H4N4O2 at a distorted geometry from the Open Molecules 2025 dataset. Energies are from ωB97M-V with the def2-TZVPD basis set.

```
12
Properties=species:S:1:pos:R:3:mulliken_charge:R:1
N -0.37 -1.75 0.35 -0.258
N 0.64 1.62 0.26 -0.778
H -0.25 2.19 -0.08 0.274
N -2.05 0.02 -0.25 -0.571
N 1.28 -0.54 -0.43 0.256
C 0.35 0.46 -0.22 0.667
O 0.89 -1.79 0.03 -0.113
H -2.87 -0.86 -0.34 0.339
H 2.66 0.77 0.38 0.413
H -2.14 0.68 0.68 0.302
C -0.77 -0.51 -0.25 -0.020
O 2.63 -0.28 -0.12 -0.512
```

Calculated values
Molar mass: 116.08 g mol⁻¹
ΔE to the lowest compared entry with this formula, charge and spin: 171.2 kcal/mol
HOMO level: -9.1195 eV
Total energy: -12186.0616 eV
Kohn-Sham gap: 9.00 eV


Here is an isolated molecule of C2H4N4O2 at a distorted geometry from the Open Molecules 2025 dataset. Energies are from ωB97M-V with the def2-TZVPD basis set.

```
12
Properties=species:S:1:pos:R:3:mulliken_charge:R:1
O 0.18 -0.96 0.51 -0.220
H -1.77 1.51 0.50 0.346
N 1.63 1.22 0.04 -0.387
H -3.39 -0.77 -0.12 0.312
N -1.79 0.40 0.45 -0.200
N 0.14 1.35 -0.12 -0.245
O -2.85 -0.13 -0.54 -0.415
C -0.49 0.23 -0.01 0.489
H 3.16 -0.24 -0.08 0.246
N 1.29 -1.02 -0.30 -0.332
H 1.85 -1.73 -0.01 0.307
C 2.05 0.14 -0.34 0.098
```

Calculated values
Molar mass: 116.08 g mol⁻¹
ΔE to the lowest compared entry with this formula, charge and spin: 149.1 kcal/mol
HOMO level: -9.1855 eV
Total energy: -12187.0220 eV
Kohn-Sham gap: 9.14 eV


Here is an isolated molecule of C2H4N4O2 at a distorted geometry from the Open Molecules 2025 dataset. Energies are from ωB97M-V with the def2-TZVPD basis set.

```
12
Properties=species:S:1:pos:R:3:mulliken_charge:R:1
C 0.55 1.22 -0.45 0.363
H -1.83 1.04 1.67 0.415
O 1.38 1.64 -1.17 -0.514
N -0.48 -0.23 0.91 0.024
O -1.33 -1.27 0.62 -0.465
H 2.00 -0.62 -1.03 0.291
N 1.10 -1.13 -0.82 -0.753
C -1.05 1.04 0.98 0.098
N -0.36 1.92 0.39 -0.536
H -0.97 -2.06 0.96 0.373
N 0.19 -0.15 -0.31 0.433
H 0.80 -1.40 -1.75 0.273
```

Calculated values
Molar mass: 116.08 g mol⁻¹
ΔE to the lowest compared entry with this formula, charge and spin: 70.9 kcal/mol
HOMO level: -9.5607 eV
Total energy: -12190.4146 eV
Kohn-Sham gap: 9.78 eV


Here is C2H4N4O2 as an isolated structure at a distorted geometry from the Open Molecules 2025 dataset. Energies are from ωB97M-V with the def2-TZVPD basis set.

```
12
Properties=species:S:1:pos:R:3:mulliken_charge:R:1
N -0.20 -1.44 -0.38 -0.206
C -0.83 0.73 -0.01 0.358
N 0.29 -0.21 -0.13 0.484
H 3.26 -1.22 -0.09 0.244
C 2.58 -0.11 0.43 -0.504
H -0.19 2.74 -0.52 0.277
H 2.01 -0.30 1.83 0.248
O 1.54 0.31 -0.40 -0.256
H 3.10 1.32 -0.03 0.228
O -1.79 -0.13 0.38 -0.216
N -1.08 2.02 -0.01 -0.617
N -1.38 -1.47 0.02 -0.039
```

Calculated values
Molar mass: 116.08 g mol⁻¹
ΔE to the lowest compared entry with this formula, charge and spin: 241.9 kcal/mol
HOMO level: -9.7683 eV
Total energy: -12182.9964 eV
Kohn-Sham gap: 9.41 eV


Here is an isolated ion of composition C2H4N5OS and charge +1 at a distorted geometry from the Open Molecules 2025 dataset. Energies are from ωB97M-V with the def2-TZVPD basis set.

```
13
Properties=species:S:1:pos:R:3:mulliken_charge:R:1
N 1.52 -1.91 -0.66 -0.166
H -0.01 -2.99 -0.22 0.291
H -1.47 0.39 1.66 0.343
C -0.92 0.69 0.76 -0.664
C 1.13 0.29 -0.95 0.539
H 0.29 2.05 -0.41 0.347
H 0.12 0.99 0.92 0.379
N 0.68 1.49 -1.28 -0.234
S -0.91 -0.44 -0.44 0.906
O -2.21 -0.87 -0.80 -0.508
N -0.04 0.26 -1.66 -0.081
N 1.96 -0.59 -0.69 -0.247
N 0.30 -2.03 -0.42 0.094
```

Calculated values
Charge: +1
Molar mass: 146.16 g mol⁻¹
ΔE to the lowest compared entry with this formula, charge and spin: 80.5 kcal/mol
HOMO level: -15.2130 eV
Total energy: -22454.7520 eV
Kohn-Sham gap: 8.51 eV


Q: Look up the ΔE to the lowest compared entry with this formula, charge and spin of the fourth one.
A: 20.4 kcal/mol


What did the eleventh record say?
Here is C2H4N4O2 as an isolated structure at a distorted geometry from the Open Molecules 2025 dataset. Energies are from ωB97M-V with the def2-TZVPD basis set.

```
12
Properties=species:S:1:pos:R:3:mulliken_charge:R:1
N -0.20 -1.44 -0.38 -0.206
C -0.83 0.73 -0.01 0.358
N 0.29 -0.21 -0.13 0.484
H 3.26 -1.22 -0.09 0.244
C 2.58 -0.11 0.43 -0.504
H -0.19 2.74 -0.52 0.277
H 2.01 -0.30 1.83 0.248
O 1.54 0.31 -0.40 -0.256
H 3.10 1.32 -0.03 0.228
O -1.79 -0.13 0.38 -0.216
N -1.08 2.02 -0.01 -0.617
N -1.38 -1.47 0.02 -0.039
```

Calculated values
Molar mass: 116.08 g mol⁻¹
ΔE to the lowest compared entry with this formula, charge and spin: 241.9 kcal/mol
HOMO level: -9.7683 eV
Total energy: -12182.9964 eV
Kohn-Sham gap: 9.41 eV


Q: What is the formula in the ninth record?
A: C2H4N4O2


Q: The lowest ΔE to the lowest compared entry with this formula, charge and spin belongs to which entry?
A: number 3